[1]
{
  "formula": "C2H4N2OS",
  "method": "ωB97M-V/def2-TZVPD",
  "elements": ["C", "C", "N", "N", "O", "S", "H", "H", "H", "H"],
  "positions_angstrom": [[-1.273, 0.250, 0.520], [1.090, 0.364, 0.321], [-0.138, 0.596, 0.983], [-1.544, -0.383, -0.583], [1.835, -1.503, -1.621], [1.025, -0.267, -1.441], [-1.942, 0.485, 1.340], [1.626, 1.293, 0.325], [1.850, -0.364, 0.841], [-2.530, -0.472, -0.685]],
  "nbo_charge": [0.25, -0.45, -0.57, -0.81, -0.73, 1.29, 0.19, 0.24, 0.23, 0.37],
  "spin_multiplicity": 1,
  "largest_force_ev_per_a": 2.562,
  "total_charge": 0,
  "homo_lumo_gap_ha": [0.21133, 0.20514],
  "e_above_lowest_kcal_mol": 120.2,
  "total_energy_ha": -661.39401
}

---

[2]
{
  "formula": "C17H34BrN6O5",
  "method": "ωB97M-V/def2-TZVPD",
  "elements": ["C", "C", "C", "N", "C", "N", "C", "C", "C", "C", "O", "Br", "N", "O", "H", "H", "H", "H", "H", "H", "H", "H", "H", "H", "H", "H", "H", "C", "O", "N", "C", "C", "H", "H", "H", "H", "H", "H", "H", "C", "O", "N", "C", "C", "H", "H", "H", "H", "H", "H", "H", "C", "O", "N", "C", "C", "H", "H", "H", "H", "H", "H", "H"],
  "positions_angstrom": [[-3.611, -3.948, 2.891], [-2.476, -4.824, 2.332], [-1.188, -4.027, 2.264], [0.002, -4.922, 2.069], [1.125, -4.590, 2.744], [1.851, -5.353, 3.559], [2.959, -4.655, 4.002], [2.905, -3.417, 3.478], [3.855, -2.275, 3.678], [3.425, -0.994, 2.983], [2.544, -0.310, 3.394], [4.386, -0.553, 1.392], [1.751, -3.417, 2.687], [1.352, -2.409, 1.862], [-4.549, -4.125, 2.378], [-3.368, -2.889, 2.799], [-3.732, -4.139, 3.954], [-2.316, -5.658, 3.018], [-2.734, -5.224, 1.354], [-1.077, -3.482, 3.207], [-1.209, -3.291, 1.463], [-0.258, -5.865, 2.336], [1.637, -6.309, 3.790], [3.699, -5.052, 4.671], [3.952, -2.020, 4.733], [4.838, -2.578, 3.323], [0.695, -1.886, 2.350], [1.040, 4.356, 0.678], [0.701, 5.522, 0.680], [0.534, 3.408, 1.488], [0.941, 2.021, 1.390], [-0.472, 3.794, 2.461], [1.796, 3.962, -0.025], [0.083, 1.402, 1.117], [1.356, 1.675, 2.338], [1.699, 1.915, 0.616], [-1.337, 4.233, 1.965], [-0.069, 4.538, 3.149], [-0.783, 2.914, 3.020], [-1.944, 1.441, -2.052], [-1.323, 0.884, -1.155], [-2.149, 2.762, -2.127], [-2.882, 3.377, -3.220], [-1.603, 3.588, -1.063], [-2.386, 0.885, -2.894], [-2.248, 4.090, -3.749], [-3.759, 3.903, -2.838], [-3.198, 2.615, -3.928], [-0.526, 3.455, -1.023], [-2.023, 3.280, -0.105], [-1.834, 4.634, -1.244], [-0.836, 1.771, -6.658], [-1.886, 1.913, -6.058], [0.377, 1.940, -6.099], [1.610, 1.755, -6.835], [0.416, 2.321, -4.699], [-0.794, 1.485, -7.722], [2.214, 0.967, -6.381], [2.193, 2.679, -6.847], [1.385, 1.473, -7.861], [-0.095, 1.565, -4.102], [-0.104, 3.269, -4.558], [1.446, 2.419, -4.368]],
  "nbo_charge": [-0.61, -0.41, -0.21, -0.56, 0.59, -0.49, -0.05, 0.13, -0.56, 0.51, -0.51, 0.05, -0.05, -0.47, 0.24, 0.21, 0.22, 0.19, 0.23, 0.18, 0.22, 0.39, 0.45, 0.26, 0.28, 0.27, 0.50, 0.52, -0.62, -0.43, -0.41, -0.41, 0.11, 0.21, 0.20, 0.21, 0.21, 0.22, 0.20, 0.52, -0.68, -0.42, -0.40, -0.41, 0.12, 0.20, 0.20, 0.24, 0.20, 0.20, 0.22, 0.53, -0.64, -0.43, -0.40, -0.42, 0.11, 0.20, 0.20, 0.21, 0.21, 0.21, 0.21],
  "spin_multiplicity": 1,
  "largest_force_ev_per_a": 0.828,
  "total_charge": 1,
  "homo_lumo_gap_ha": 0.29080,
  "total_energy_ha": -3946.63990
}

---

[3]
{
  "formula": "C2H2N2O4",
  "method": "ωB97M-V/def2-TZVPD",
  "elements": ["C", "C", "N", "N", "O", "O", "O", "O", "H", "H"],
  "positions_angstrom": [[-1.036, -0.664, 0.451], [0.827, 1.007, 0.095], [0.102, 1.801, -0.397], [0.357, -1.311, -0.140], [1.168, -1.611, 0.712], [-1.846, -0.132, -0.206], [-0.752, 2.372, -0.952], [0.403, -1.604, -1.340], [-1.070, -0.787, 1.489], [1.846, 0.928, 0.289]],
  "mulliken_spin": [0.13, -0.07, 0.08, 0.33, 0.41, 0.25, 0.10, 0.74, 0.04, -0.02],
  "spin_multiplicity": 3,
  "largest_force_ev_per_a": 2.661,
  "s_squared": 2.021,
  "total_charge": 0,
  "homo_lumo_gap_ha": [0.28981, 0.23060],
  "e_above_lowest_kcal_mol": 116.9,
  "total_energy_ha": -487.51547
}

---

[4]
{
  "formula": "C2H8N2O",
  "method": "ωB97M-V/def2-TZVPD",
  "elements": ["C", "N", "H", "H", "H", "H", "H", "C", "N", "O", "H", "H", "H"],
  "positions_angstrom": [[1.739, -0.140, -0.552], [1.850, 0.306, 0.840], [2.608, -0.746, -0.803], [0.947, -0.872, -0.675], [1.756, 0.698, -1.244], [1.687, 1.291, 0.901], [1.303, -0.194, 1.514], [-2.269, 0.478, 0.139], [-1.544, -0.683, -0.030], [-3.307, 0.522, 0.747], [-1.803, 1.396, -0.257], [-0.826, -0.593, -0.717], [-2.140, -1.463, 0.138]],
  "nbo_charge": [-0.41, -0.85, 0.18, 0.16, 0.20, 0.36, 0.37, 0.52, -0.84, -0.59, 0.10, 0.39, 0.40],
  "spin_multiplicity": 1,
  "largest_force_ev_per_a": 2.301,
  "total_charge": 0,
  "homo_lumo_gap_ha": 0.37119,
  "e_above_lowest_kcal_mol": 30.0,
  "total_energy_ha": -265.73542
}

---

[5]
{
  "formula": "C9H11N2S",
  "method": "ωB97M-V/def2-TZVPD",
  "elements": ["C", "C", "C", "C", "C", "C", "C", "C", "C", "N", "N", "S", "H", "H", "H", "H", "H", "H", "H", "H", "H", "H", "H"],
  "positions_angstrom": [[3.388, 0.816, 0.250], [2.487, 1.843, 0.199], [2.977, -0.526, 0.437], [1.086, 1.463, 0.077], [1.673, -0.873, 0.231], [0.678, 0.161, -0.106], [-1.897, 0.209, 0.706], [-1.168, -1.165, -1.164], [-2.699, -0.981, -1.169], [-0.548, -0.055, -0.501], [-2.947, -0.276, 0.113], [-1.439, 1.100, 2.013], [4.447, 1.135, 0.551], [2.696, 2.888, -0.014], [3.673, -1.247, 0.680], [0.392, 2.184, 0.278], [1.568, -1.939, 0.151], [-0.869, -2.097, -0.572], [-0.687, -1.128, -2.036], [-3.096, -0.225, -1.934], [-3.214, -2.014, -1.224], [-3.937, -0.313, 0.402], [-2.565, 1.042, 2.631]],
  "nbo_charge": [-0.18, -0.20, -0.19, -0.15, -0.22, 0.06, 0.25, -0.23, -0.23, -0.34, -0.53, 0.32, 0.24, 0.24, 0.23, 0.20, 0.23, 0.19, 0.24, 0.24, 0.26, 0.45, 0.14],
  "spin_multiplicity": 1,
  "largest_force_ev_per_a": 8.944,
  "total_charge": 1,
  "homo_lumo_gap_ha": [0.29178, 0.29180],
  "e_above_lowest_kcal_mol": 73.1,
  "total_energy_ha": -856.86933
}

---

[6]
{
  "formula": "C25H28N4S2",
  "method": "ωB97M-V/def2-TZVPD",
  "elements": ["C", "N", "C", "C", "N", "C", "S", "S", "C", "C", "H", "H", "H", "H", "H", "H", "H", "H", "H", "H", "H", "C", "N", "C", "C", "C", "C", "C", "N", "C", "C", "C", "C", "C", "C", "C", "C", "C", "C", "C", "C", "C", "H", "H", "H", "H", "H", "H", "H", "H", "H", "H", "H", "H", "H", "H", "H", "H", "H"],
  "positions_angstrom": [[-5.483, -2.931, -1.115], [-4.073, -2.733, -0.871], [-3.293, -3.937, -1.029], [-1.889, -3.686, -0.489], [-1.333, -2.498, -1.130], [0.065, -2.355, -1.042], [0.979, -3.750, -0.797], [0.784, -0.843, -1.120], [-2.164, -1.308, -0.961], [-3.516, -1.618, -1.600], [-5.995, -1.978, -0.938], [-5.698, -3.268, -2.145], [-5.851, -3.686, -0.410], [-3.792, -4.740, -0.463], [-3.212, -4.242, -2.096], [-1.949, -3.574, 0.615], [-1.279, -4.569, -0.746], [-2.326, -1.076, 0.112], [-1.717, -0.442, -1.469], [-3.353, -1.854, -2.675], [-4.214, -0.769, -1.513], [6.346, 2.892, -1.068], [5.007, 2.595, -0.600], [4.724, 2.027, 0.604], [3.326, 1.818, 0.704], [2.644, 1.109, 1.702], [1.262, 1.150, 1.938], [0.313, 2.171, 1.673], [-0.939, 1.710, 1.940], [-2.143, 2.486, 1.725], [-0.870, 0.393, 2.412], [0.493, 0.025, 2.460], [0.838, -1.272, 2.813], [-0.186, -2.163, 3.158], [-1.537, -1.783, 3.091], [-1.904, -0.490, 2.694], [2.746, 2.342, -0.535], [3.829, 2.814, -1.319], [3.686, 3.242, -2.632], [2.406, 3.168, -3.197], [1.328, 2.670, -2.449], [1.486, 2.308, -1.106], [6.294, 3.267, -2.093], [6.812, 3.645, -0.420], [6.969, 1.988, -1.044], [5.506, 1.827, 1.332], [3.235, 0.469, 2.365], [0.484, 3.179, 1.300], [-3.011, 1.882, 2.001], [-2.109, 3.398, 2.336], [-2.213, 2.781, 0.668], [1.891, -1.551, 2.807], [0.067, -3.172, 3.486], [-2.308, -2.500, 3.367], [-2.937, -0.159, 2.610], [4.548, 3.601, -3.188], [2.237, 3.480, -4.226], [0.347, 2.554, -2.909], [0.643, 1.956, -0.518]],
  "nbo_charge": [-0.40, -0.45, -0.22, -0.23, -0.48, -0.08, -0.33, -0.41, -0.23, -0.22, 0.19, 0.16, 0.19, 0.19, 0.16, 0.17, 0.26, 0.17, 0.24, 0.17, 0.19, -0.41, -0.30, 0.12, -0.20, 0.06, -0.11, 0.10, -0.32, -0.41, 0.20, -0.08, -0.16, -0.19, -0.20, -0.25, 0.00, 0.12, -0.24, -0.19, -0.19, -0.19, 0.23, 0.22, 0.22, 0.23, 0.22, 0.24, 0.23, 0.22, 0.22, 0.22, 0.23, 0.23, 0.22, 0.22, 0.22, 0.23, 0.24],
  "spin_multiplicity": 1,
  "largest_force_ev_per_a": 1.629,
  "total_charge": 0,
  "homo_lumo_gap_ha": 0.12776,
  "total_energy_ha": -1984.76610
}